1.
Below is a cluster of 2 separate species, C49H48N3O2 in total in a non-equilibrium geometry, with properties calculated with wB97M-V/def2-TZVPD.

Results
- HOMO energy: -9.67 eV
- Calculated total energy: -60149.98044 eV
- F_max: 4.1 eV/Å
- ΔE to the lowest compared entry with this formula, charge and spin: 0.0 kcal per mole
- 2S+1: 1
- Charge: +1
- E_LUMO: -0.1635 Ha

Element x y z (Å)
C 3.34704 1.95489 2.72284
O 2.60415 1.02017 3.52936
C 1.85880 0.13117 2.85717
O 1.74007 0.12984 1.64083
C 1.23356 -0.89502 3.77573
C 2.11218 -2.16874 3.78964
C 1.26570 -3.27243 3.16741
C -0.17690 -2.76802 3.24454
N -0.06811 -1.32220 3.31890
C -1.18910 -0.52113 3.39928
C -1.25248 0.75958 2.86754
C -2.49557 1.57096 3.00014
C -3.71935 0.96518 3.72941
C -3.42488 -0.24152 4.60784
C -2.41303 -1.20834 3.99029
H 3.98445 2.48701 3.42931
H 3.95013 1.42218 1.97778
H 2.66396 2.65138 2.22761
H 1.18452 -0.42310 4.77401
H 3.06071 -2.01617 3.26026
H 2.33573 -2.38745 4.83792
H 1.54260 -3.42602 2.11851
H 1.38084 -4.22225 3.69533
H -0.79074 -3.08730 2.38952
H -0.64965 -3.17982 4.15064
H -0.33562 1.21375 2.48233
H -2.25391 2.54428 3.45430
H -2.87709 1.79574 1.99815
H -4.19382 1.74910 4.33244
H -4.46218 0.67792 2.97184
H -3.05048 0.09714 5.58292
H -4.35860 -0.78098 4.80778
H -2.90646 -1.81056 3.20334
H -2.12160 -1.92137 4.77829
C 6.81982 6.74301 0.47593
C 5.73582 7.06005 1.30187
C 4.43139 6.79486 0.88001
C 4.21227 6.26635 -0.39612
N 2.88385 6.19939 -0.90829
C 2.44106 7.24107 -1.75764
C 1.89811 6.92169 -3.01036
C 1.55965 7.94988 -3.88912
C 1.65977 9.28372 -3.47648
C 2.11996 9.58886 -2.19169
C 2.55947 8.57131 -1.34327
C 2.01081 5.18446 -0.53939
C 0.62444 5.43276 -0.51080
C -0.24368 4.45494 -0.05478
C 0.21762 3.13712 0.20269
C -0.68481 2.03685 0.52887
C -0.85452 1.00152 -0.44226
C -1.54652 -0.19252 -0.10578
C -1.65614 -1.24403 -0.99314
C -1.22646 -1.09628 -2.32599
N -1.42010 -2.13363 -3.24755
C -1.63129 -1.83530 -4.61096
C -1.08736 -2.66019 -5.60980
C -1.14125 -2.25438 -6.94664
C -1.80122 -1.07195 -7.30007
C -2.41205 -0.29000 -6.31215
C -2.34184 -0.67570 -4.97296
C -1.33385 -3.47840 -2.82332
C -2.17164 -4.44533 -3.40358
C -2.06776 -5.78014 -3.01064
C -1.08883 -6.16884 -2.08823
C -0.25492 -5.20547 -1.50844
C -0.39815 -3.85749 -1.84432
C -0.60474 0.10638 -2.71857
C -0.38992 1.11510 -1.79770
C 1.60392 2.88772 0.06777
C 2.50148 3.91459 -0.18526
C 5.29462 5.92246 -1.21662
C 6.59817 6.14808 -0.77127
H 7.83981 6.96403 0.79838
H 5.90117 7.52385 2.27487
H 3.57142 7.02841 1.51227
H 1.77647 5.87113 -3.28327
H 1.20895 7.70231 -4.88989
H 1.38004 10.08764 -4.15924
H 2.14856 10.61865 -1.83936
H 2.96020 8.78189 -0.34983
H 0.24871 6.40986 -0.82510
H -1.30847 4.67195 0.04122
H -1.54423 2.34699 1.11509
H -1.96440 -0.28301 0.89674
H -2.09499 -2.18660 -0.66288
H -0.60135 -3.59864 -5.33380
H -0.66284 -2.87114 -7.70749
H -1.84875 -0.76140 -8.34504
H -2.93746 0.62878 -6.57316
H -2.80759 -0.06309 -4.19809
H -2.89899 -4.14413 -4.16111
H -2.74739 -6.51690 -3.43836
H -0.97137 -7.22086 -1.82317
H 0.51296 -5.49406 -0.78978
H 0.22174 -3.09583 -1.36435
H -0.28990 0.24671 -3.75438
H 0.10520 2.03081 -2.12613
H 1.96774 1.87254 0.22658
H 3.58150 3.75209 -0.14688
H 5.09009 5.48479 -2.19650
H 7.43551 5.86682 -1.41169



2.
Below is a structure of composition Cl2H2N2S2 in a non-equilibrium geometry, with properties calculated with wB97M-V/def2-TZVPD.

Results
- HOMO energy (spin up / spin down): -8.29 / -8.29 eV
- Calculated total energy: -49722.44109 eV
- F_max: 1.2 eV/Å
- ΔE to the lowest compared entry with this formula, charge and spin: 66.8 kcal per mole
- 2S+1: 1
- Charge: 0
- E_LUMO (spin up / spin down): -0.0260 / -0.0278 Ha

Element x y z (Å)
N -1.35454 -1.57208 0.06714
N -1.23524 -0.11529 2.20615
S -1.23196 -0.27616 -0.85118
S -0.60304 1.09543 1.36083
Cl 0.02133 -2.50152 0.41282
Cl -2.80519 0.09780 2.79812
H 0.03078 -0.31419 -1.36217
H 0.62147 0.51888 1.32319



3.
Below is the molecule C24H27N3O3S, with properties calculated with wB97M-V/def2-TZVPD.

Results
- HOMO energy: -8.95 eV
- Calculated total energy: -46775.35254 eV
- F_max: 0.8 eV/Å
- ΔE to the lowest compared entry with this formula, charge and spin: 17.6 kcal per mole
- 2S+1: 1
- Charge: 0
- E_LUMO: 0.0180 Ha

Element x y z (Å)
C 0.67739 1.65846 -4.46694
H 1.75587 1.64635 -4.32390
H 0.41371 0.84910 -5.14133
H 0.40276 2.59807 -4.94125
C -0.04074 1.52312 -3.11557
C 0.41910 0.23841 -2.44594
C 0.22310 -0.97931 -3.09982
C 0.63321 -2.17225 -2.53807
C 1.24316 -2.16105 -1.29968
C 1.46119 -0.97562 -0.63362
C 1.04858 0.21709 -1.20595
H 1.22829 1.13135 -0.66536
H 1.94932 -1.00153 0.32764
S 1.76057 -3.70776 -0.58444
O 2.64842 -4.37626 -1.49213
O 2.20346 -3.49310 0.76626
N 0.33609 -4.61166 -0.60146
H 0.56073 -5.57208 -0.81703
C -0.48955 -4.45729 0.58597
C -0.92470 -3.02135 0.66103
C -0.51700 -2.20257 1.70413
C -0.84300 -0.85845 1.71446
C -1.58075 -0.30905 0.67084
C -2.02751 -1.14268 -0.35138
C -1.70218 -2.48243 -0.35795
H -2.03580 -3.12038 -1.16223
H -2.62716 -0.71293 -1.13893
C -1.94250 1.13569 0.58362
O -2.85091 1.53968 -0.12463
N -1.17697 1.97674 1.30634
H -0.41522 1.66904 1.89492
C -1.45287 3.38730 1.39969
C -0.58663 4.01584 2.45461
N 0.29985 3.22610 3.04639
C 1.08789 3.73543 3.97847
C 1.03703 5.06100 4.37350
C 0.11163 5.89078 3.75594
C -0.71450 5.36340 2.77995
H -1.44708 5.97526 2.27655
H 0.03662 6.93211 4.03296
H 1.69858 5.43380 5.13901
H 1.78871 3.04076 4.42278
H -1.27070 3.87995 0.43376
H -2.51417 3.54156 1.63362
H -0.52388 -0.25174 2.54921
H 0.07897 -2.61740 2.50266
H -1.35587 -5.11761 0.48352
H 0.06701 -4.72611 1.49279
H 0.48991 -3.11432 -3.04243
H -0.25628 -1.00088 -4.06619
C 0.27278 2.76586 -2.27949
H -0.08065 3.65109 -2.80422
H -0.23590 2.71719 -1.32100
H 1.34268 2.87464 -2.11676
C -1.55944 1.47002 -3.33205
H -2.07878 1.45204 -2.37673
H -1.88460 2.35268 -3.87860
H -1.85059 0.59200 -3.90144



4.
Below is a cluster of 2 separate species, C4H12 in total in a non-equilibrium geometry, with properties calculated with wB97M-V/def2-TZVPD.

Results
- HOMO energy: -10.64 eV
- Calculated total energy: -4340.84351 eV
- F_max: 6.8 eV/Å
- ΔE to the lowest compared entry with this formula, charge and spin: 38.9 kcal per mole
- 2S+1: 1
- Charge: 0
- E_LUMO: 0.0410 Ha

Element x y z (Å)
C 1.31530 0.64807 -1.23934
C 1.07057 -0.77723 -1.90207
H 2.37376 0.70918 -0.91882
H 1.24952 1.42999 -2.03922
H 0.86622 0.73617 -0.23853
H -0.03499 -0.98749 -1.81726
H 1.47864 -0.78657 -2.97975
H 1.64794 -1.50794 -1.27913
C -1.58188 -0.52117 1.10029
C -0.89799 0.51381 2.02091
H -1.98054 -1.42924 1.45100
H -2.32662 0.01270 0.44766
H -0.65195 -0.55802 0.38969
H -1.75877 0.82401 2.75338
H -0.74885 1.45737 1.73641
H -0.02033 0.23635 2.51479



5.
Below is a cluster of 3 separate species, C33H73O3P2 in total in a non-equilibrium geometry, with properties calculated with wB97M-V/def2-TZVPD.

Results
- HOMO energy: -10.07 eV
- Calculated total energy: -60121.20852 eV
- F_max: 2.2 eV/Å
- ΔE to the lowest compared entry with this formula, charge and spin: 5.6 kcal per mole
- 2S+1: 1
- Charge: +1
- E_LUMO: -0.0556 Ha

Element x y z (Å)
C 5.25666 -2.93769 0.45811
C 4.48577 -2.14787 1.52693
C 4.64562 -0.63198 1.33502
C 3.86131 -0.07752 0.14935
P 4.55100 1.39889 -0.64933
C 3.10504 2.21297 -1.45088
C 2.09539 1.24951 -2.10571
C 2.53356 0.56754 -3.40234
C 1.45760 -0.38784 -3.91392
C 5.68054 0.74232 -1.97780
C 7.02891 0.24702 -1.41822
C 7.94884 -0.41816 -2.43453
C 7.99227 -1.95907 -2.33194
C 5.49608 2.44771 0.49142
C 4.62329 3.02972 1.61310
C 5.32888 4.10187 2.44032
C 6.48808 3.50126 3.24876
H 4.95804 -2.64746 -0.55161
H 5.04710 -3.99955 0.58651
H 6.33676 -2.81047 0.54088
H 4.92550 -2.37923 2.49889
H 3.42442 -2.38955 1.58600
H 5.70355 -0.41502 1.15613
H 4.33635 -0.14258 2.25857
H 2.92668 0.32415 0.55271
H 3.67743 -0.77716 -0.66491
H 3.47505 2.96136 -2.15541
H 2.63344 2.79118 -0.65210
H 1.11921 1.70875 -2.27713
H 1.84376 0.41826 -1.43897
H 3.43021 -0.03343 -3.24106
H 2.75450 1.19888 -4.26752
H 1.90306 -0.86022 -4.79708
H 0.55828 0.07524 -4.31911
H 1.23013 -1.21024 -3.23903
H 5.86946 1.57024 -2.66177
H 5.06586 -0.06606 -2.36320
H 6.80756 -0.47900 -0.63079
H 7.54964 1.07005 -0.92740
H 8.96896 -0.04381 -2.35757
H 7.62311 -0.26117 -3.46651
H 8.41792 -2.29313 -1.38031
H 8.54410 -2.43511 -3.13629
H 6.96530 -2.32704 -2.24859
H 5.90060 3.24278 -0.14688
H 6.38179 1.89316 0.80231
H 4.32206 2.22492 2.28951
H 3.66898 3.36777 1.20178
H 4.56683 4.54007 3.08783
H 5.69291 4.94501 1.85080
H 6.38592 2.42336 3.39020
H 6.55991 3.89977 4.26160
H 7.45195 3.70950 2.78400
C -0.60881 2.25465 1.45182
C -1.84534 2.70851 0.65247
C -2.73790 1.57522 0.14461
C -3.42158 0.93398 1.35185
P -4.65786 -0.36009 1.09385
C -4.63015 -1.56986 2.41791
C -5.74111 -2.63551 2.45230
C -5.59372 -3.51274 3.68482
C -6.81774 -4.39280 3.86257
C -6.34811 0.28843 0.84047
C -6.48991 1.68261 0.16679
C -7.73123 1.66926 -0.77080
C -9.04650 1.21934 -0.11530
C -4.30307 -1.34373 -0.39468
C -4.57234 -0.68720 -1.75145
C -3.73050 -1.28221 -2.85355
C -4.13583 -2.69062 -3.27514
H 0.04134 1.59469 0.87065
H -0.84546 1.77108 2.39801
H 0.02577 3.10946 1.70197
H -1.54296 3.36957 -0.15992
H -2.38231 3.32858 1.37724
H -2.19078 0.73907 -0.29905
H -3.43601 2.05788 -0.53804
H -3.94732 1.70470 1.93057
H -2.73650 0.43216 2.04138
H -4.63527 -1.00989 3.35938
H -3.63159 -2.01911 2.35804
H -5.79878 -3.23011 1.53984
H -6.69909 -2.11307 2.54486
H -5.57290 -2.86738 4.56920
H -4.61940 -4.00568 3.66276
H -6.74360 -4.98616 4.77511
H -7.03106 -5.08211 3.04486
H -7.68175 -3.73654 3.98623
H -6.69569 0.35890 1.87522
H -6.90778 -0.47761 0.30707
H -5.64216 2.00352 -0.43183
H -6.74769 2.37262 0.96872
H -7.54578 0.99892 -1.60989
H -7.83347 2.70505 -1.09597
H -9.38275 1.66427 0.82338
H -8.98461 0.17135 0.19598
H -9.80837 1.31669 -0.88650
H -4.71449 -2.35067 -0.28411
H -3.23373 -1.59946 -0.36985
H -4.39746 0.38683 -1.65585
H -5.57174 -0.78157 -2.19526
H -2.64889 -1.18659 -2.70029
H -3.80451 -0.61737 -3.72529
H -4.14318 -3.37624 -2.42412
H -3.47598 -3.15925 -4.00237
H -5.14511 -2.62701 -3.68785
O -0.74673 -1.30379 -1.07157
C -0.29860 -1.31889 0.24864
O -1.13854 -1.31056 1.16478
O 0.95905 -1.31585 0.39334
H 0.14246 -1.20061 -1.46083



6.
Below is the molecule C2H5NS in a non-equilibrium geometry, with properties calculated with wB97M-V/def2-TZVPD.

Results
- HOMO energy: -8.95 eV
- Calculated total energy: -14479.37374 eV
- F_max: 6.0 eV/Å
- ΔE to the lowest compared entry with this formula, charge and spin: 22.2 kcal per mole
- 2S+1: 1
- Charge: 0
- E_LUMO: 0.0312 Ha

Element x y z (Å)
C 0.47358 0.88648 -0.46781
C -0.85210 -1.21045 0.55884
N 1.18176 1.64868 -1.37351
S -0.79583 -0.16076 -0.93733
H 0.71961 0.87774 0.58945
H -1.85343 -1.62081 0.64287
H -0.62116 -0.61731 1.43898
H -0.13162 -2.01812 0.44723
H 1.87920 2.21457 -0.89871



7.
Below is the molecule C19H17FN2O2S, with properties calculated with wB97M-V/def2-TZVPD.

Results
- HOMO energy: -7.84 eV
- Calculated total energy: -40608.01872 eV
- F_max: 1.0 eV/Å
- ΔE to the lowest compared entry with this formula, charge and spin: 0.0 kcal per mole
- 2S+1: 1
- Charge: 0
- E_LUMO: 0.0180 Ha

Element x y z (Å)
O -2.57828 -3.23517 1.06793
C -1.92713 -3.14722 0.06211
O -0.79840 -3.83217 -0.13197
H -0.58560 -4.37588 0.64332
C -2.23396 -2.23209 -1.10562
C -1.66382 -0.88487 -0.80199
C -2.27793 0.26127 -0.38186
N -1.45632 1.34910 -0.26974
C -0.23497 1.07949 -0.56624
N 0.76206 1.98875 -0.58769
H 0.53663 2.85474 -0.11960
C 2.14862 1.59833 -0.62528
H 2.25932 0.82182 -1.38798
H 2.73828 2.46561 -0.93056
C 2.66478 1.06142 0.72228
C 4.06269 0.53860 0.56381
C 5.16087 1.32718 0.87840
C 6.44644 0.84925 0.69327
C 6.64776 -0.42266 0.18603
C 5.55799 -1.21489 -0.13403
C 4.27404 -0.73612 0.05250
H 3.42419 -1.35594 -0.19639
H 5.70943 -2.20861 -0.52933
H 7.65071 -0.79607 0.04187
H 7.29266 1.47128 0.94577
H 5.00892 2.32046 1.27686
H 2.00233 0.25807 1.05171
H 2.63581 1.86054 1.46563
S 0.04491 -0.60025 -1.03881
C -3.70019 0.44261 -0.09349
C -4.45719 -0.53375 0.55167
C -5.80150 -0.32252 0.79914
C -6.37709 0.87107 0.40527
C -5.64317 1.86689 -0.21461
C -4.30227 1.64680 -0.45763
H -3.70176 2.40530 -0.93460
H -6.12247 2.79143 -0.49566
F -7.69173 1.07700 0.64247
H -6.39948 -1.06774 1.29950
H -3.99522 -1.44657 0.89306
H -1.76655 -2.64167 -2.00234
H -3.31342 -2.15281 -1.23715



8.
Below is a cluster of 9 separate species, C18H39Cl6N3O15 in total in a non-equilibrium geometry, with properties calculated with wB97M-V/def2-TZVPD.

Results
- HOMO energy: -10.47 eV
- Calculated total energy: -129603.90291 eV
- F_max: 6.1 eV/Å
- ΔE to the lowest compared entry with this formula, charge and spin: 87.3 kcal per mole
- 2S+1: 1
- Charge: 0
- E_LUMO: 0.0040 Ha

Element x y z (Å)
Cl 1.78370 7.17744 -1.73439
C 1.15509 7.00539 -3.40914
C -0.09727 6.22492 -3.10343
Cl -0.68106 5.28488 -4.52313
H 1.93849 6.45778 -3.93307
H 0.97145 8.05157 -3.65386
H -0.83892 6.98780 -2.86663
H -0.01657 5.51332 -2.28171
Cl 5.82255 -1.28597 -6.43056
C 5.46626 0.42293 -6.79064
C 6.23423 1.26725 -5.71606
Cl 6.78868 2.87061 -6.11056
H 4.38148 0.52491 -6.82164
H 5.92148 0.63068 -7.75900
H 7.19723 0.80194 -5.50578
H 5.63005 1.41062 -4.82023
Cl 1.65041 -0.71228 10.39540
C 0.55684 0.07360 9.26738
C 0.39944 1.57533 9.41097
Cl -0.86944 2.16120 8.28041
H -0.34349 -0.53179 9.37232
H 0.90363 -0.39105 8.34437
H 1.33528 2.08157 9.17426
H 0.27068 1.96651 10.42018
C -0.10583 0.09879 1.19445
N 1.27312 -0.07661 0.66217
O 2.15560 0.33918 1.37108
O 1.46123 -0.66883 -0.39285
H -0.50273 0.84044 0.50124
H 0.08197 0.46294 2.20450
H -0.67128 -0.81224 0.99848
C -6.85372 -2.74351 3.78923
N -6.93647 -2.50120 5.29297
O -5.91059 -2.02903 5.75221
O -7.89491 -2.89307 5.92966
H -7.61988 -2.11126 3.34050
H -7.07930 -3.80031 3.64649
H -5.87403 -2.47808 3.39192
C -6.51191 6.28769 4.11850
N -6.59631 4.78280 4.12945
O -5.78193 4.28116 3.35326
O -7.45216 4.15156 4.63831
H -5.61230 6.69093 3.65353
H -6.66660 6.56887 5.16019
H -7.28101 6.73939 3.49196
C -2.54354 -5.85332 -5.76786
O -1.57580 -5.57603 -4.85119
C -0.49421 -6.23555 -4.74525
O -0.07892 -7.15528 -5.49882
O 0.20966 -5.75080 -3.70314
C 1.50762 -6.30948 -3.39558
H -2.31060 -6.73600 -6.36345
H -2.60031 -5.05414 -6.50691
H -3.43343 -6.06593 -5.17541
H 2.20792 -5.63464 -3.88780
H 1.49237 -7.39866 -3.43511
H 1.62211 -6.04530 -2.34429
C 11.18968 -0.52867 1.84423
O 11.91800 -0.75558 3.06404
C 12.24615 0.18813 3.80594
O 12.03119 1.40152 3.74499
O 13.06679 -0.30117 4.71234
C 13.97015 0.51616 5.33285
H 11.89522 0.11019 1.31303
H 10.20755 -0.12413 2.08891
H 11.12630 -1.43403 1.24058
H 13.45792 1.22759 5.98060
H 14.59690 1.04907 4.61780
H 14.81895 0.09500 5.87161
C -11.39026 -1.00095 -5.33170
O -10.38277 -0.78019 -4.33848
C -9.14154 -1.19245 -4.52569
O -8.77420 -2.01398 -5.40255
O -8.36303 -0.73792 -3.50679
C -6.99218 -1.24672 -3.41955
H -12.22724 -0.36499 -5.04337
H -11.59845 -2.06878 -5.39868
H -11.07031 -0.73405 -6.33893
H -6.67041 -1.07368 -2.39260
H -6.29294 -0.80140 -4.12725
H -6.80551 -2.31271 -3.54963



- Which value of ΔE to the lowest compared entry with this formula, charge and spin does entry 6 give?
  22.2 kcal per mole